Record 1
{
  "formula": "C30H37N3O17",
  "method": "ωB97M-V with the def2-TZVPD basis set",
  "symbols": ["O", "C", "O", "C", "C", "C", "C", "N", "N", "C", "C", "C", "N", "C", "C", "H", "H", "H", "H", "H", "H", "H", "C", "C", "C", "O", "C", "O", "O", "H", "H", "H", "H", "H", "H", "C", "C", "C", "O", "C", "O", "O", "H", "H", "H", "H", "H", "H", "C", "C", "C", "O", "C", "O", "O", "H", "H", "H", "H", "H", "H", "C", "C", "C", "O", "C", "O", "O", "H", "H", "H", "H", "H", "H", "C", "C", "C", "O", "C", "O", "O", "H", "H", "H", "H", "H", "H"],
  "xyz": [[-1.36418, 2.80298, -7.49430], [-0.24570, 2.40736, -7.09168], [0.59198, 3.11578, -6.52767], [0.01731, 0.91947, -7.42197], [-0.47172, 0.45300, -8.67610], [-0.23326, -0.86337, -9.01783], [0.47684, -1.65571, -8.05867], [0.91788, -1.22112, -6.91982], [0.64803, 0.04214, -6.65647], [1.12823, 0.52421, -5.36781], [0.37805, 0.43415, -4.21493], [0.82862, 0.84955, -2.96050], [2.04193, 1.38073, -2.81945], [2.74644, 1.48737, -3.94090], [2.40690, 1.08870, -5.22529], [-1.01815, 1.11890, -9.34150], [-0.57880, -1.27908, -9.96245], [0.68053, -2.69131, -8.34179], [-0.61778, -0.02251, -4.27464], [0.19316, 0.73266, -2.06989], [3.73462, 1.95507, -3.83839], [3.07553, 1.21874, -6.07632], [-5.85808, 2.40764, -5.26891], [-5.17560, 1.20684, -5.87557], [-4.59998, 1.45530, -7.24200], [-4.62287, 0.14119, -7.81882], [-5.64304, -0.53224, -7.22464], [-6.06810, -1.57638, -7.60048], [-6.11254, 0.14990, -6.14594], [-6.68381, 2.74513, -5.89755], [-6.28440, 2.15371, -4.29752], [-5.15345, 3.22900, -5.13720], [-4.41862, 0.81712, -5.18795], [-3.58563, 1.84994, -7.20649], [-5.21853, 2.11345, -7.85780], [1.28243, -2.64258, 1.80771], [1.27810, -1.18330, 1.42563], [0.69549, -0.27811, 2.47300], [0.21614, 0.82326, 1.67385], [-0.07558, 0.32678, 0.45577], [-0.67897, 0.91794, -0.39038], [0.40007, -0.93414, 0.31081], [0.26815, -2.99922, 1.99913], [1.68199, -3.24927, 0.99349], [1.88996, -2.80716, 2.69719], [2.28485, -0.86625, 1.13776], [1.43842, 0.05071, 3.20981], [-0.15655, -0.71770, 2.99906], [-4.92864, -0.24363, 2.05279], [-3.82342, -1.25675, 2.21965], [-4.30607, -2.65394, 2.50778], [-3.19790, -3.20906, 3.22695], [-2.57338, -2.17513, 3.84557], [-1.73440, -2.29660, 4.68045], [-3.03138, -0.98364, 3.38741], [-5.53957, -0.18094, 2.95510], [-4.51183, 0.74958, 1.88401], [-5.56840, -0.50161, 1.20850], [-3.15911, -1.23496, 1.35039], [-4.50963, -3.22479, 1.60422], [-5.18645, -2.68124, 3.15504], [1.81443, -2.05349, 8.77744], [1.47584, -1.16236, 7.60813], [0.35000, -1.67427, 6.74878], [0.65803, -1.08307, 5.48007], [1.99367, -0.91431, 5.44264], [2.59398, -0.63240, 4.44711], [2.55574, -1.10666, 6.65707], [2.11030, -3.04723, 8.43737], [2.65868, -1.64673, 9.33498], [0.96367, -2.14840, 9.45248], [1.28182, -0.14327, 7.95541], [-0.62833, -1.35565, 7.09868], [0.35056, -2.76006, 6.63283], [4.99527, 3.15310, 4.85654], [6.11354, 2.14751, 4.98217], [5.64842, 0.74876, 5.28652], [6.78394, 0.19713, 5.96289], [7.42878, 1.23436, 6.56158], [8.29390, 1.11428, 7.36502], [6.94486, 2.42699, 6.11828], [4.41816, 3.21116, 5.78108], [5.39774, 4.14989, 4.67285], [4.32604, 2.89037, 4.03662], [6.74486, 2.17333, 4.08873], [5.41366, 0.17912, 4.39019], [4.79225, 0.71526, 5.96464]],
  "lowdin_charge": [-0.017, -0.657, 0.034, -0.018, 0.059, 0.023, -0.080, 0.160, 0.004, -0.187, 0.009, -0.095, 0.086, -0.145, 0.009, 0.136, 0.121, 0.123, 0.125, 0.080, 0.112, 0.125, -0.022, -0.335, -0.094, 0.054, -0.563, 0.157, 0.081, 0.091, 0.085, 0.095, 0.158, 0.115, 0.143, -0.006, -0.313, -0.085, 0.083, -0.559, 0.118, 0.085, 0.087, 0.087, 0.087, 0.165, 0.105, 0.125, -0.017, -0.331, -0.093, 0.069, -0.551, 0.157, 0.088, 0.092, 0.091, 0.094, 0.160, 0.142, 0.141, -0.019, -0.322, -0.096, 0.053, -0.538, 0.122, 0.095, 0.093, 0.089, 0.093, 0.162, 0.142, 0.144, -0.021, -0.336, -0.104, 0.065, -0.557, 0.165, 0.084, 0.090, 0.086, 0.091, 0.160, 0.137, 0.130],
  "multiplicity": 1,
  "homo_lumo_gap_ev": 7.51,
  "lumo_ev": -1.34,
  "homo_energy_ev": -8.85
}

=====

Record 2
{
  "formula": "C30H37N4O",
  "method": "ωB97M-V with the def2-TZVPD basis set",
  "symbols": ["C", "C", "C", "C", "C", "C", "C", "C", "N", "C", "C", "C", "C", "C", "C", "C", "C", "C", "O", "N", "C", "C", "C", "C", "N", "C", "C", "C", "N", "C", "C", "C", "C", "C", "C", "H", "H", "H", "H", "H", "H", "H", "H", "H", "H", "H", "H", "H", "H", "H", "H", "H", "H", "H", "H", "H", "H", "H", "H", "H", "H", "H", "H", "H", "H", "H", "H", "H", "H", "H", "H", "H"],
  "xyz": [[3.39223, -3.78211, -5.29083], [2.83131, -2.88605, -4.19945], [3.43146, -1.63297, -3.90447], [2.77321, -0.74823, -3.06873], [1.72570, -1.20323, -2.26995], [1.15591, -0.13747, -1.28560], [-0.21349, -0.67417, -0.81498], [-1.10562, 0.05271, -0.09877], [-2.42988, -0.26869, 0.17131], [-3.22399, 0.65152, 1.01308], [-2.62345, 0.86689, 2.39380], [-3.45812, 1.76924, 3.31549], [-3.83846, 1.33781, 4.59852], [-4.69524, 2.12560, 5.37187], [-5.09808, 3.38061, 4.91820], [-4.67971, 3.83864, 3.66901], [-3.84718, 3.04317, 2.86901], [-4.58559, -0.01646, 1.03536], [-5.59862, 0.37294, 1.60973], [-4.47912, -1.18050, 0.30490], [-5.60091, -2.09258, 0.21295], [-3.19064, -1.42398, -0.35133], [-2.60380, -2.75263, 0.12875], [-3.40397, -1.45145, -1.87981], [2.25775, 0.31325, -0.46477], [3.38116, -0.42454, -0.17847], [4.53169, 0.12348, 0.33768], [4.65722, 1.55004, 0.36482], [5.81289, 2.16667, 0.76463], [5.98734, 3.60538, 0.69692], [6.97139, 1.45329, 1.27186], [3.55299, 2.32495, -0.06937], [2.42176, 1.67840, -0.45476], [1.19793, -2.51348, -2.45132], [1.71136, -3.32791, -3.47087], [2.69674, -4.61051, -5.44844], [3.53494, -3.24492, -6.23333], [4.35386, -4.18035, -4.95836], [4.36500, -1.33722, -4.39007], [3.05842, 0.28888, -3.09065], [0.91485, 0.83745, -1.82178], [-0.67183, -1.61879, -1.23214], [-0.86715, 1.05435, 0.28814], [-3.31625, 1.62565, 0.50134], [-2.49179, -0.11288, 2.89111], [-1.60956, 1.30821, 2.29077], [-3.47383, 0.36334, 4.95016], [-5.03910, 1.74328, 6.32598], [-5.73027, 4.00429, 5.53421], [-4.99216, 4.80805, 3.28897], [-3.50058, 3.38540, 1.88083], [-6.40657, -1.70681, 0.85592], [-5.97671, -2.17842, -0.82658], [-5.31812, -3.10490, 0.56497], [-2.63115, -2.77716, 1.22487], [-3.19773, -3.57493, -0.27300], [-1.57472, -2.86317, -0.20504], [-4.10168, -0.66278, -2.18895], [-2.46439, -1.33945, -2.42432], [-3.84859, -2.40933, -2.16806], [3.27176, -1.46036, -0.43071], [5.30576, -0.56187, 0.65793], [5.11706, 4.08795, 0.20977], [6.07737, 4.04901, 1.71917], [6.89090, 3.87507, 0.09556], [6.66619, 0.46464, 1.66931], [7.73885, 1.28100, 0.47620], [7.43131, 2.03937, 2.10130], [3.55102, 3.40757, -0.12022], [1.58102, 2.20470, -0.82256], [0.32986, -2.94873, -1.96127], [1.20983, -4.27384, -3.72544]],
  "lowdin_charge": [-0.045, -0.249, -0.020, -0.055, -0.184, -0.217, -0.040, -0.073, -0.005, -0.188, -0.092, -0.225, -0.040, -0.076, -0.086, -0.074, -0.045, -0.365, 0.087, -0.040, -0.015, -0.467, -0.001, 0.007, -0.012, 0.009, 0.049, -0.163, -0.171, -0.039, -0.036, 0.033, -0.010, -0.015, -0.026, 0.076, 0.085, 0.086, 0.121, 0.120, 0.154, 0.063, 0.127, 0.156, 0.130, 0.116, 0.113, 0.103, 0.101, 0.103, 0.112, 0.099, 0.099, 0.095, 0.104, 0.085, 0.060, 0.099, 0.075, 0.086, 0.142, 0.112, 0.073, 0.115, 0.116, 0.085, 0.116, 0.109, 0.110, 0.126, 0.095, 0.122],
  "total_charge": 1,
  "smiles": "Cc1ccc([C@@H](/C=C/N2[C@H](Cc3ccccc3)C(=O)N(C)C2(C)C)[n+]2ccc(N(C)C)cc2)cc1",
  "multiplicity": 1,
  "homo_lumo_gap_ev": 7.27,
  "lumo_ev": -3.11,
  "homo_energy_ev": -10.38
}